No. 1
DFT (wB97M-V/def2-TZVPD) results for a molecular structure, C4H2CuO2.

For the highest occupied orbital energy (alpha / beta), the calculation gives -1.8 / -3.4 eV. Its expectation value of S² is 2.036. The total charge is -1. The calculation puts the energy relative to the best compared isomer or geometry (same formula, charge and spin) at 0.00 kJ/mol. The multiplicity is 3. The calculation puts the orbital gap (alpha / beta) at 0.216 / 0.261 Ha.

Each line ends with the Löwdin spin population.
CARTESIAN COORDINATES (ANGSTROEM)
O: -1.300 1.664 -0.128  0.2237
C: -1.836 0.425 -0.057  0.3348
C: -1.055 -0.729 -0.017  0.3605
C: 0.207 -0.890 0.427  0.3737
H: -2.932 0.395 -0.136  0.0208
C: 1.662 -0.535 0.302  0.3356
O: 2.152 0.271 -0.690  0.2768
Cu: 0.525 1.248 -0.389  0.0546
H: 2.432 -0.986 0.951  0.0195

=====

No. 2
DFT (wB97M-V/def2-TZVPD) results for 20 unconnected molecules or ions with the total composition C17H53NO25.

For the highest occupied orbital energy, the calculation gives -9.1 eV. The calculation puts the orbital gap at 0.287 Ha.

Each line ends with the Löwdin charge.
CARTESIAN COORDINATES (ANGSTROEM)
C: 0.749 -2.147 1.380  -0.0592
C: 1.001 -2.134 -0.136  -0.2283
N: 2.323 -1.600 -0.512  0.0614
C: 2.528 -0.237 -0.451  -0.1705
C: 3.738 0.351 -0.366  0.0301
C: 3.816 1.803 -0.315  -0.3574
O: 4.727 2.455 -0.777  0.1191
C: 2.685 2.490 0.386  -0.0568
C: 3.027 3.713 1.162  -0.0010
C: 3.578 3.231 2.476  -0.4913
O: 4.445 2.396 2.564  0.1031
O: 2.999 3.784 3.542  0.1471
C: 1.489 1.924 0.289  -0.1100
O: 0.369 2.377 0.936  0.1004
C: -0.780 2.491 0.155  -0.3852
O: -0.722 2.981 -0.927  0.1697
C: -1.956 1.962 0.875  -0.1504
C: -2.633 2.780 1.773  -0.0223
C: -3.725 2.286 2.478  -0.0589
C: -4.111 0.966 2.300  -0.0651
C: -3.412 0.139 1.427  -0.0741
C: -2.334 0.627 0.699  -0.0078
C: 1.346 0.679 -0.525  -0.2071
O: 0.370 0.464 -1.197  0.1386
H: 1.061 -3.102 1.797  0.0728
H: -0.317 -2.063 1.579  0.0697
H: 1.289 -1.343 1.882  0.0454
H: 0.210 -1.627 -0.667  0.0879
H: 0.984 -3.162 -0.490  0.1129
H: 3.031 -2.063 0.046  0.1462
H: 4.648 -0.218 -0.326  0.1133
H: 3.827 4.233 0.634  0.1424
H: 2.200 4.404 1.278  0.1361
H: 3.226 3.236 4.310  0.1391
H: -2.331 3.806 1.930  0.1223
H: -4.273 2.911 3.163  0.0887
H: -4.938 0.557 2.858  0.0975
H: -3.696 -0.898 1.332  0.1035
H: -1.776 -0.004 0.025  0.1053
O: 1.946 -2.875 -3.696  -0.0534
H: 1.945 -2.562 -2.784  0.0122
H: 1.153 -2.480 -4.078  0.0235
O: -5.674 -0.163 -0.684  -0.0461
H: -6.342 0.350 -1.147  0.0470
H: -5.109 -0.508 -1.387  0.0363
O: 3.132 -0.302 2.859  -0.0464
H: 3.667 -0.808 3.480  0.0515
H: 3.687 0.452 2.617  0.0035
O: -5.784 2.203 4.937  -0.0511
H: -5.572 2.427 5.848  0.0425
H: -6.153 1.315 4.988  0.0409
O: -0.840 1.038 3.769  -0.0384
H: -0.323 1.551 3.137  0.0140
H: -0.193 0.485 4.218  0.0357
O: 6.679 0.277 0.519  -0.0533
H: 7.436 0.792 0.210  0.0189
H: 6.247 0.859 1.155  0.0319
O: -4.548 0.950 -3.105  -0.0619
H: -3.797 1.473 -3.414  0.0149
H: -5.134 1.597 -2.701  0.0488
O: -7.257 -2.594 0.539  -0.0590
H: -6.684 -2.922 1.239  0.0306
H: -6.771 -1.841 0.177  -0.0034
O: 9.571 0.217 0.118  -0.0560
H: 9.822 0.289 1.049  0.0273
H: 9.093 -0.618 0.066  0.0507
O: 11.189 -0.272 2.748  -0.0444
H: 11.755 0.433 3.078  0.0469
H: 11.732 -1.065 2.792  0.0455
O: -9.100 -2.414 3.381  -0.0687
H: -9.745 -1.895 2.884  0.0050
H: -8.582 -2.844 2.693  0.0050
O: 9.240 3.169 -0.393  -0.0655
H: 8.502 3.353 -0.981  0.0308
H: 9.438 2.233 -0.528  -0.0060
O: -1.921 1.669 -3.267  -0.0438
H: -1.404 2.297 -2.745  0.0249
H: -1.418 0.851 -3.207  0.0459
O: 1.978 -5.627 -4.910  -0.0676
H: 2.328 -4.763 -4.648  0.0042
H: 1.038 -5.547 -4.735  0.0092
O: -1.040 -3.047 -3.784  -0.0474
H: -1.766 -2.747 -4.350  0.0090
H: -1.013 -4.002 -3.894  0.0378
O: -3.477 -2.619 -5.614  -0.0782
H: -4.173 -2.252 -6.169  0.0624
H: -3.522 -3.569 -5.768  0.0641
O: -11.969 -1.704 2.058  -0.0468
H: -12.381 -1.305 1.286  0.0396
H: -12.486 -1.386 2.805  0.0420
O: 4.878 -0.211 -3.347  -0.0497
H: 4.698 0.461 -2.681  -0.0011
H: 4.876 0.268 -4.182  0.0367
O: -5.180 -1.553 -4.534  -0.0893
H: -4.741 -0.723 -4.297  0.0093
H: -4.591 -2.239 -4.207  0.0216

=====

No. 3
DFT (wB97M-V/def2-TZVPD) results for 3 unconnected molecules or ions with the total composition C16H36O8S.

For the highest occupied orbital energy, the calculation gives -9.4 eV. Its SMILES is O=S1(=O)CC[C@H](COCOCCO)CO1.CCOCC.CCOCC. The calculation puts the energy relative to the best compared isomer or geometry (same formula, charge and spin) at 0.00 kJ/mol. The calculation puts the orbital gap at 0.353 Ha.

Each line ends with the natural charge from an NBO analysis.
CARTESIAN COORDINATES (ANGSTROEM)
O: -0.878 -3.557 3.748  -0.9208
S: 0.046 -2.640 3.162  2.3815
O: 0.243 -1.353 3.762  -0.9405
C: -0.421 -2.347 1.457  -0.6888
C: 0.726 -2.178 0.444  -0.3984
C: 2.083 -2.052 1.136  -0.3112
C: 3.240 -1.826 0.152  -0.0532
O: 3.976 -0.641 0.397  -0.5401
C: 3.245 0.565 0.302  0.2251
O: 2.389 0.613 -0.798  -0.5542
C: 3.045 0.915 -2.029  -0.0983
C: 2.293 0.287 -3.180  -0.0835
O: 1.190 1.106 -3.550  -0.7261
C: 2.269 -3.337 1.936  -0.0524
O: 1.468 -3.350 3.134  -0.7075
H: -1.111 -3.137 1.169  0.2517
H: -0.988 -1.423 1.566  0.2604
H: 0.768 -3.072 -0.184  0.2040
H: 0.519 -1.327 -0.204  0.2354
H: 2.058 -1.226 1.851  0.2425
H: 3.976 -2.628 0.234  0.1932
H: 2.864 -1.842 -0.876  0.1714
H: 2.627 0.722 1.190  0.1609
H: 4.004 1.350 0.247  0.1654
H: 4.075 0.546 -2.001  0.1847
H: 3.035 2.000 -2.167  0.1919
H: 2.964 0.197 -4.037  0.1762
H: 1.959 -0.713 -2.892  0.1721
H: 0.369 0.603 -3.478  0.4762
H: 1.973 -4.198 1.327  0.1764
H: 3.294 -3.495 2.263  0.2093
C: -6.147 -3.429 5.386  -0.6453
C: -6.111 -1.995 5.888  -0.0626
O: -5.227 -1.782 6.973  -0.5365
C: -3.860 -2.075 6.724  -0.0650
C: -3.240 -1.266 5.601  -0.6471
H: -6.406 -4.112 6.196  0.2113
H: -6.897 -3.524 4.600  0.2116
H: -5.189 -3.742 4.969  0.2066
H: -7.092 -1.713 6.272  0.1846
H: -5.882 -1.311 5.062  0.1565
H: -3.724 -3.146 6.537  0.1608
H: -3.356 -1.851 7.664  0.1865
H: -3.707 -1.479 4.637  0.1973
H: -2.181 -1.510 5.509  0.2324
H: -3.339 -0.197 5.796  0.2075
C: 2.310 3.747 -5.214  -0.6457
C: 2.150 5.173 -5.711  -0.0648
O: 1.664 5.272 -7.039  -0.5352
C: 0.392 4.695 -7.278  -0.0638
C: -0.730 5.295 -6.449  -0.6447
H: 2.971 3.186 -5.878  0.2074
H: 2.743 3.751 -4.213  0.2095
H: 1.362 3.217 -5.150  0.2179
H: 3.119 5.673 -5.736  0.1855
H: 1.515 5.745 -5.024  0.1573
H: 0.428 3.608 -7.136  0.1583
H: 0.205 4.871 -8.337  0.1864
H: -0.594 5.116 -5.382  0.2040
H: -1.682 4.848 -6.740  0.2140
H: -0.791 6.373 -6.610  0.2122

=====

No. 4
DFT (wB97M-V/def2-TZVPD) results for a molecular structure, C4H90CaInO45.

For the highest occupied orbital energy, the calculation gives -10.5 eV. The total charge is +1. The calculation puts the orbital gap at 0.308 Ha.

Each line ends with the Löwdin charge.
CARTESIAN COORDINATES (ANGSTROEM)
Ca: -0.084 -2.387 1.942  1.4889
In: 5.246 0.780 0.465  0.9494
O: -0.436 -0.475 0.434  -0.0565
C: 0.332 0.138 -0.214  -0.0561
C: 1.628 3.861 0.270  -0.0667
O: 1.405 3.497 -0.876  -0.0380
H: 0.156 0.499 -1.158  0.0599
H: 1.221 0.410 0.347  0.0786
H: 2.714 4.006 0.736  0.1308
H: 0.836 4.307 1.032  0.1063
O: 1.985 -0.917 2.859  -0.1588
C: 1.414 -0.362 4.031  -0.2458
C: -0.050 -0.201 3.836  -0.3568
O: -0.797 -1.387 3.807  -0.4503
H: 1.846 0.566 4.315  0.1010
H: 1.556 -1.082 4.884  0.1422
H: -0.201 0.311 2.916  0.0872
H: -0.456 0.523 4.544  0.1032
O: -5.575 -1.692 4.073  -0.0389
H: -6.449 -1.412 3.910  0.0246
H: -4.883 -1.072 3.869  -0.0217
O: -0.301 -3.218 5.662  -0.1015
H: -1.058 -3.363 6.245  0.0586
H: -0.635 -2.370 5.200  0.0389
O: -4.475 -3.216 1.887  -0.1030
H: -5.239 -2.900 2.533  0.0947
H: -4.614 -4.171 1.733  0.0547
O: -3.718 -1.254 -0.718  -0.0644
H: -3.476 -0.417 -0.316  -0.0322
H: -4.123 -1.792 0.016  0.0596
O: -1.707 2.918 1.806  -0.0497
H: -0.875 3.406 1.669  0.0334
H: -2.494 3.374 1.499  0.0503
O: 7.136 -3.589 -3.987  -0.0661
H: 7.095 -4.050 -4.839  0.0386
H: 6.554 -4.124 -3.431  0.0281
O: -0.560 -0.837 -3.706  -0.1399
H: -1.212 -0.910 -4.541  0.0859
H: 0.292 -0.408 -4.032  0.0300
O: -1.120 5.004 -0.861  -0.0797
H: -0.187 4.732 -1.018  0.0180
H: -1.095 5.996 -0.889  0.0384
O: 3.482 3.774 -5.053  -0.0793
H: 3.563 4.706 -4.804  0.0565
H: 2.610 3.504 -4.670  0.0044
O: 3.894 2.438 -1.526  -0.1518
H: 3.004 2.865 -1.469  0.0088
H: 4.118 2.595 -2.478  0.0669
O: -3.309 -0.418 3.377  -0.0712
H: -3.178 0.352 2.828  0.0148
H: -2.390 -0.811 3.576  0.0373
O: 0.208 3.491 3.304  -0.0798
H: 0.423 3.425 4.239  0.0467
H: -0.715 3.164 3.232  0.0132
O: -0.934 7.875 -1.497  -0.0427
H: -1.575 8.588 -1.508  0.0540
H: -0.081 8.237 -1.208  0.0627
O: 0.885 -6.127 -0.922  -0.0431
H: 1.278 -6.344 -0.070  0.0743
H: 1.534 -5.463 -1.174  -0.0018
O: 2.392 -4.668 -2.484  -0.0776
H: 1.575 -4.098 -2.628  -0.0125
H: 3.125 -4.212 -2.842  0.0220
O: -1.250 -5.680 -2.189  -0.0813
H: -0.487 -6.160 -1.816  0.0182
H: -1.168 -5.868 -3.142  0.0282
O: -3.066 0.914 0.482  -0.0552
H: -2.425 1.420 1.022  0.0268
H: -3.505 1.506 -0.144  0.0274
O: 0.276 -3.300 -2.499  -0.1639
H: -0.213 -2.498 -3.027  0.1088
H: -0.372 -4.147 -2.423  0.0925
O: 3.265 1.103 1.645  -0.5389
H: 3.069 2.043 2.008  0.0141
H: 2.332 -0.115 2.326  0.0432
O: 0.798 3.519 -4.489  -0.0902
H: 0.341 3.578 -5.340  0.0749
H: 0.092 3.127 -3.880  0.0247
O: 3.961 -3.469 1.737  0.0099
H: 3.383 -3.441 2.489  0.0072
H: 4.570 -2.807 1.766  -0.0211
O: 4.205 3.147 4.627  -0.0401
H: 3.319 3.235 4.906  -0.0002
H: 4.322 2.201 4.485  -0.0202
O: -3.233 -5.376 -0.379  -0.0480
H: -4.120 -5.210 -0.671  0.0378
H: -2.745 -5.853 -1.071  0.0205
O: 4.706 0.482 4.044  -0.0718
H: 4.125 0.406 3.270  -0.0254
H: 4.333 -0.263 4.527  0.0601
O: 3.315 -0.416 -1.481  -0.1571
H: 4.083 -0.448 -2.085  0.0385
H: 2.900 0.430 -1.761  0.0070
O: 1.643 0.740 -3.831  -0.0653
H: 2.154 0.461 -4.618  0.0607
H: 1.241 1.584 -4.137  0.0281
O: -4.700 -0.714 -3.679  -0.0498
H: -4.521 -1.285 -2.915  0.0473
H: -5.650 -0.815 -3.855  0.0786
O: -0.518 -5.975 -4.927  -0.0766
H: 0.430 -5.884 -5.148  0.0658
H: -0.870 -6.838 -5.317  0.0993
O: -1.679 -2.936 0.189  -0.1439
H: -2.143 -3.812 0.181  0.0423
H: -2.236 -2.362 -0.347  0.0153
O: -2.589 -1.512 -5.614  -0.0284
H: -3.475 -1.218 -5.521  0.0050
H: -2.620 -1.968 -6.462  0.0670
O: 5.608 3.235 1.604  -0.1293
H: 5.820 4.151 1.533  0.0476
H: 5.684 3.051 2.536  0.0251
O: -3.750 1.644 -2.599  -0.0427
H: -4.405 2.264 -2.819  0.0259
H: -3.808 0.854 -3.197  0.0402
O: 1.341 -3.898 3.625  -0.0588
H: 0.878 -3.744 4.450  -0.0061
H: 1.235 -4.835 3.563  0.0572
O: -1.015 2.234 -2.941  -0.1242
H: -1.077 1.203 -3.265  0.1167
H: -1.757 2.529 -2.370  0.0396
O: -1.968 2.219 5.818  -0.0802
H: -2.319 1.331 5.754  0.0150
H: -2.804 2.780 5.761  0.0814
O: 1.275 -3.009 0.284  -0.1817
H: 2.256 -2.933 0.113  0.0867
H: 0.985 -2.864 -0.633  0.0244
O: 0.946 7.630 3.090  -0.0847
H: 1.143 8.191 3.852  0.0344
H: 1.512 6.854 3.339  0.0486
O: 4.333 0.998 -5.027  -0.0733
H: 4.727 0.511 -5.754  0.0421
H: 4.321 1.934 -5.368  0.0359
O: -1.819 -3.902 2.669  -0.1281
H: -2.652 -3.511 2.403  -0.0012
H: -1.780 -3.898 3.648  0.0657
O: -3.729 4.241 -0.265  -0.0446
H: -3.913 3.511 -0.865  0.0097
H: -3.001 4.709 -0.685  0.0056
O: -5.961 2.468 0.600  -0.0633
H: -5.520 3.231 0.972  0.0119
H: -5.565 1.692 1.084  0.0556

=====

We obtain E_tot values of -52910.949, -71166.713, -44388.387, -121361.082 eV for the records listed above, in that order.